Computed, not measured: an isolated molecule of C8H10, with ωB97M-V/def2-TZVPD.

The geometry in ORCA input format:
```
! wB97M-V def2-TZVPD RIJCOSX def2/J DEFGRID3
* xyz 0 1
C -1.3722 -1.3896 -0.7052
C -0.5494 -0.1810 -0.6690
C -0.3008 0.5154 -1.9809
C 0.0059 0.1797 0.4685
C 0.7487 1.4791 0.5758
C 1.9771 1.4945 1.1239
C -0.1852 -0.7708 1.5196
C -0.2414 -1.4954 2.4753
H -0.7534 -2.1678 -0.2356
H -2.3036 -1.2475 -0.1699
H -1.5102 -1.7997 -1.8266
H -0.5910 -0.0586 -2.7653
H -0.7514 1.4981 -2.0990
H 0.7677 0.7045 -2.0972
H 0.4044 2.3878 0.2392
H 2.4307 0.6179 1.5240
H 2.5268 2.3681 1.3198
H -0.3027 -2.1350 3.3025
*
```

Properties
**Structure (SMILES)**: C#CC(C=C)=C(C)C

Here are the Löwdin charges for atoms 1 to 8, given in e:
1 C -0.068
2 C -0.315
3 C -0.032
4 C -0.245
5 C -0.095
6 C 0.041
7 C -0.124
8 C 0.144

Computed, not measured: an isolated molecule of C3H2N2O2S, with ωB97M-V/def2-TZVPD.

The geometry in ORCA input format:
```
! wB97M-V def2-TZVPD RIJCOSX def2/J DEFGRID3
* xyz 0 1
C -0.3613 -0.2753 -0.6041
C 0.4641 0.2882 0.4101
C 0.1969 0.4359 1.8664
H -2.1047 -1.2731 -1.7149
H -0.8072 0.0441 2.1959
N 0.2759 -0.1948 -1.7388
N 1.5825 0.6898 -0.1429
O 1.4596 0.4002 -1.4538
O 0.9690 0.9408 2.6319
S -1.9578 -0.9786 -0.4230
*
```

Properties
**Structure (SMILES)**: O=Cc1nonc1S

Here are the Löwdin charges for atoms 1 to 8, given in e:
1 C -0.656
2 C -0.254
3 C -0.207
4 H -0.116
5 H 0.126
6 N 0.072
7 N 0.167
8 O -0.056

Computed, not measured: an isolated molecule of C5H8N2, with ωB97M-V/def2-TZVPD.

The geometry in ORCA input format:
```
! wB97M-V def2-TZVPD RIJCOSX def2/J DEFGRID3
* xyz 0 1
C 1.5633 -0.4738 -0.5702
C 0.6078 0.2373 0.3722
C -0.3233 1.2908 -0.2524
N -1.3734 0.8875 0.6961
C -0.7174 -0.4139 0.8950
C -1.1857 -1.4957 0.0100
N -1.5200 -2.3317 -0.7170
H 1.0282 -1.1178 -1.2770
H 2.1037 0.2799 -1.1569
H 2.3087 -1.0806 -0.0469
H 1.1255 0.6368 1.2487
H -0.5431 1.0192 -1.2967
H -0.0324 2.3448 -0.2078
H -2.3219 0.8631 0.3354
H -0.7451 -0.7703 1.9304
*
```

Properties
**Structure (SMILES)**: C[C@H]1CN[C@H]1C#N

Here are the Löwdin charges for atoms 1 to 8, given in e:
1 C -0.065
2 C -0.293
3 C -0.173
4 N -0.005
5 C -0.286
6 C -0.181
7 N 0.154
8 H 0.071

How do the records compare in gap between HOMO and LUMO? In the order shown, they have 9.48, 9.46, 10.84 eV.
How do the records compare in relative energy (zero: lowest compared OMol25 entry of this formula, charge and spin)? In the order shown, they have 88.8, 94.5, 30.4 kcal per mole.